No. 1
Entry from the Open Molecules 2025 dataset: C16H23IN2Ti as an isolated structure at a distorted geometry (the ωB97M-V functional and the def2-TZVPD basis).

Calculated values
* total charge: +2
* E_LUMO (spin up / spin down): -10.244 / -10.243 eV

Atoms and positions in Å:
1 C 2.20748 0.22330 -1.40762
2 C 0.22049 -0.25533 -2.71154
3 H 2.03473 1.20131 -0.97797
4 H 2.62745 0.34573 -2.50483
5 H 2.63861 -0.56286 -0.85457
6 H -0.10171 0.76582 -2.73450
7 H 0.92353 -0.42737 -3.50668
8 H -0.40145 -1.03999 -2.50536
9 C 2.32293 -0.65451 1.78688
10 C 2.70136 -0.27393 3.06902
11 C 2.05609 0.75509 3.72738
12 C 1.03572 1.43188 3.06261
13 H 2.68321 -1.56987 1.33440
14 H 3.49068 -0.84744 3.52182
15 H 2.33598 1.04439 4.72583
16 H 0.46421 2.23968 3.52038
17 N 1.39366 0.07949 1.13787
18 C 0.72786 1.14848 1.74354
19 C -0.30603 1.83832 0.95632
20 N -0.53185 1.31857 -0.28266
21 C -1.58886 1.78846 -0.99823
22 C -2.02809 3.47671 0.65682
23 C -2.31563 2.85699 -0.56825
24 H -1.80973 1.23221 -1.90940
25 H -3.11591 3.25675 -1.23068
26 C -1.03606 2.91936 1.44643
27 H -0.70248 3.33988 2.38055
28 H -2.53588 4.39174 0.95942
29 Ti 0.51589 -0.48885 -0.81939
30 I 1.29141 -3.05986 -0.81489
31 C -1.65677 -2.93513 1.60339
32 C -2.00095 -2.74892 0.13268
33 C -3.48307 -3.08753 -0.04673
34 C -1.68580 -1.35524 -0.33771
35 H -2.17737 -2.16238 2.20912
36 H -0.56919 -2.83566 1.75691
37 H -1.97384 -3.94422 1.95103
38 H -1.42848 -3.45992 -0.47751
39 H -4.14083 -2.38049 0.49571
40 H -3.81412 -3.07189 -1.10387
41 H -3.69928 -4.09705 0.34845
42 H -1.94145 -1.26740 -1.40553
43 H -2.21246 -0.59986 0.26974

Force components x, y, z for each atom (eV/Å):
2.1 2.1 -6.3
3.9 3.0 -2.2
0.0 0.2 0.4
-0.4 -0.3 2.7
1.0 -0.7 0.8
-0.7 0.4 -0.3
-0.4 -0.4 -0.5
-2.2 -2.3 0.2
-1.2 1.4 0.6
0.3 -0.5 -0.1
-0.1 0.0 -0.6
-0.5 0.9 -0.3
0.1 0.3 -0.2
0.1 0.0 0.3
0.0 0.0 0.2
0.4 -0.3 0.3
-1.4 0.3 0.1
1.9 -2.0 0.3
-0.2 -0.3 -0.8
-0.8 0.1 0.8
0.9 -0.5 0.3
0.3 -0.1 -0.3
-1.3 1.2 -0.5
-0.1 0.5 0.1
0.7 -0.4 0.7
0.6 -0.2 -0.4
-0.4 0.2 0.1
0.0 -0.3 0.0
-2.0 -2.3 4.9
-0.2 0.6 0.0
0.1 -0.2 0.5
1.5 -0.6 0.5
-1.5 0.7 -0.7
-2.5 -1.2 -1.0
0.3 -0.5 -0.2
-0.4 -0.1 0.1
0.3 0.8 -0.2
-0.3 0.1 0.2
0.3 -0.3 -0.1
0.3 0.0 0.5
0.4 0.5 -0.1
0.1 0.3 0.5
1.0 0.2 -0.1

Just the natural (NBO) charges please, in e? Sure, here they are: number 1, C, carries -0.628; number 2, C, carries -0.804; number 3, H, carries 0.260; number 4, H, carries 0.278; number 5, H, carries 0.252; number 6, H, carries 0.265; number 7, H, carries 0.294; number 8, H, carries 0.230; number 9, C, carries 0.082; number 10, C, carries -0.200; number 11, C, carries -0.100; number 12, C, carries -0.194; number 13, H, carries 0.247; number 14, H, carries 0.261; number 15, H, carries 0.264; number 16, H, carries 0.239; number 17, N, carries -0.531; number 18, C, carries 0.232; number 19, C, carries 0.175; number 20, N, carries -0.545; number 21, C, carries 0.066; number 22, C, carries -0.074; number 23, C, carries -0.223; number 24, H, carries 0.224; number 25, H, carries 0.273; number 26, C, carries -0.197; number 27, H, carries 0.249; number 28, H, carries 0.269; number 29, Ti, carries 1.000; number 30, I, carries -0.027; number 31, C, carries -0.611; number 32, C, carries -0.316; number 33, C, carries -0.588; number 34, C, carries -0.202; number 35, H, carries 0.210; number 36, H, carries 0.213; number 37, H, carries 0.251; number 38, H, carries 0.242; number 39, H, carries 0.221; number 40, H, carries 0.230; number 41, H, carries 0.266; number 42, H, carries 0.218; number 43, H, carries 0.232


No. 2
Entry from the Open Molecules 2025 dataset: one molecule with the formula C16H23N3O2 (the ωB97M-V functional and the def2-TZVPD basis).

Calculated values
* SMILES: [H]/N=c1\n(CCC)c2ccccc2n1CC(=O)OCCCC
* relative energy (zero: lowest compared OMol25 entry of this formula, charge and spin): 7.22 kcal/mol
* E_LUMO: 0.836 eV

Atoms and positions in Å:
1 C 0.87627 -2.61287 1.70664
2 C 1.27878 -1.99307 0.37400
3 C 2.66209 -1.34128 0.41183
4 C 2.67831 -0.02420 1.18494
5 H 2.28318 -0.14863 2.19465
6 H 3.69583 0.37642 1.23188
7 O 1.83238 0.93677 0.55334
8 C 2.38966 1.79815 -0.29387
9 O 3.56687 1.88448 -0.51969
10 C 1.32201 2.67596 -0.94187
11 N 0.08063 1.97547 -1.07491
12 C -0.10388 0.79704 -1.76465
13 C 0.69013 0.14544 -2.68576
14 C 0.20892 -1.04470 -3.21688
15 C -1.02163 -1.55681 -2.83740
16 C -1.82170 -0.90749 -1.90514
17 C -1.34829 0.27374 -1.36918
18 N -1.88095 1.13813 -0.43320
19 C -0.97887 2.17455 -0.21059
20 N -1.02029 3.17905 0.56205
21 H -1.84815 3.24601 1.13905
22 C -3.04057 0.85659 0.36892
23 C -2.75766 -0.20449 1.44032
24 C -1.71648 0.26095 2.45063
25 H -1.53071 -0.51928 3.18493
26 H -0.77744 0.49824 1.95516
27 H -2.05979 1.15018 2.97543
28 H -3.69405 -0.43575 1.95190
29 H -2.40518 -1.11456 0.95049
30 H -3.84508 0.51574 -0.29108
31 H -3.36236 1.78846 0.84331
32 H -2.77554 -1.31909 -1.61399
33 H -1.36714 -2.48351 -3.26992
34 H 0.80750 -1.57995 -3.93806
35 H 1.65077 0.54047 -2.97737
36 H 1.69172 3.02558 -1.91000
37 H 1.12648 3.53540 -0.29187
38 H 3.38236 -2.01952 0.87240
39 H 2.99227 -1.13731 -0.60903
40 H 1.28088 -2.76953 -0.39360
41 H 0.54200 -1.24506 0.07773
42 H -0.09539 -3.09310 1.61801
43 H 1.60195 -3.36330 2.01348
44 H 0.81016 -1.85934 2.48696

Force components x, y, z for each atom (eV/Å):
0.0 0.1 -0.2
0.2 -0.1 0.1
-0.4 0.3 0.0
0.6 -0.4 0.1
0.0 0.1 -0.1
-0.2 -0.1 0.1
-0.4 0.0 0.1
0.0 0.2 -0.2
0.0 0.0 0.0
0.1 0.0 0.0
-0.1 -0.1 -0.2
-0.2 -0.4 -0.2
-0.1 0.2 0.2
-0.1 -0.2 -0.1
0.1 -0.1 -0.2
0.0 0.3 0.2
0.4 -0.2 -0.4
0.3 0.3 0.0
-0.4 0.3 0.2
0.0 0.4 0.4
0.0 -0.2 -0.1
-0.2 -0.2 0.3
0.0 0.3 0.0
-0.1 -0.1 -0.1
0.1 0.0 0.1
0.1 0.0 0.0
0.0 0.1 0.1
0.0 -0.1 -0.1
-0.1 -0.1 0.0
0.0 0.1 0.0
0.0 -0.1 -0.1
-0.1 0.0 0.1
0.0 -0.1 0.0
0.0 0.0 -0.1
0.1 0.1 0.0
0.0 0.0 0.2
0.1 -0.1 -0.1
0.1 0.0 0.0
0.1 0.0 0.0
-0.1 0.0 -0.1
-0.1 0.0 -0.1
-0.1 -0.1 0.1
0.1 -0.1 0.1
0.0 0.1 0.2

Just the natural (NBO) charges please, in e? Sure, here they are: number 1, C, carries -0.609; number 2, C, carries -0.403; number 3, C, carries -0.419; number 4, C, carries -0.080; number 5, H, carries 0.189; number 6, H, carries 0.212; number 7, O, carries -0.515; number 8, C, carries 0.793; number 9, O, carries -0.594; number 10, C, carries -0.325; number 11, N, carries -0.398; number 12, C, carries 0.132; number 13, C, carries -0.254; number 14, C, carries -0.222; number 15, C, carries -0.225; number 16, C, carries -0.268; number 17, C, carries 0.197; number 18, N, carries -0.433; number 19, C, carries 0.607; number 20, N, carries -0.799; number 21, H, carries 0.350; number 22, C, carries -0.204; number 23, C, carries -0.405; number 24, C, carries -0.614; number 25, H, carries 0.214; number 26, H, carries 0.215; number 27, H, carries 0.203; number 28, H, carries 0.206; number 29, H, carries 0.204; number 30, H, carries 0.208; number 31, H, carries 0.207; number 32, H, carries 0.217; number 33, H, carries 0.215; number 34, H, carries 0.216; number 35, H, carries 0.224; number 36, H, carries 0.228; number 37, H, carries 0.284; number 38, H, carries 0.207; number 39, H, carries 0.215; number 40, H, carries 0.207; number 41, H, carries 0.208; number 42, H, carries 0.210; number 43, H, carries 0.201; number 44, H, carries 0.197